DFT (ωB97M-V/def2-TZVPD) results for a cluster of 3 separate species, C3H13N3O in total.

Its SMILES is C=N.CNO.CN. The charge is 0. As for the relative energy (zero: lowest compared OMol25 entry of this formula, charge and spin): 96.9 kcal per mole. The value obtained for the LUMO energy is 0.773 eV.

Geometry as XYZ:
```
20
C3H13N3O | OMol25 | ωB97M-V/def2-TZVPD
C -0.879 -2.148 0.408
N -1.234 -1.814 -0.794
H 0.072 -2.610 0.681
H -1.672 -2.235 1.145
H -0.526 -2.045 -1.500
C 0.105 1.331 -2.104
N 0.997 1.764 -1.048
O 1.957 0.765 -0.741
H -0.604 2.134 -2.292
H -0.442 0.452 -1.761
H 0.626 1.082 -3.042
H 1.512 2.597 -1.334
H 2.372 0.442 -1.559
C -0.383 0.051 2.576
N -0.273 -0.266 1.163
H -1.384 -0.205 2.926
H -0.184 1.106 2.802
H 0.333 -0.553 3.134
H -1.025 0.147 0.558
H 0.631 0.003 0.783
```

DFT (ωB97M-V/def2-TZVPD) results for a structure of composition C3H13N3O.

The charge is 0. As for the relative energy (zero: lowest compared OMol25 entry of this formula, charge and spin): 104.8 kcal per mole. The value obtained for the LUMO energy is 0.707 eV.

Geometry as XYZ:
```
20
C3H13N3O | OMol25 | ωB97M-V/def2-TZVPD
C 1.731 -0.893 -1.241
C 1.483 0.414 0.831
N 0.866 -0.138 -0.358
N -0.034 1.200 -1.422
N -1.097 1.585 -0.783
H 0.726 1.889 -1.370
H -0.957 2.304 -0.063
H -1.626 0.518 -0.381
H 1.149 -1.208 -2.105
H 0.760 1.064 1.330
H 2.562 -0.270 -1.582
H 2.146 -1.774 -0.740
H 1.775 -0.369 1.540
H 2.372 0.995 0.571
C -2.374 -0.941 1.210
O -1.652 -0.702 0.036
H -0.074 -0.621 -0.128
H -2.176 -1.954 1.588
H -2.121 -0.236 2.022
H -3.458 -0.862 1.045
```

DFT (ωB97M-V/def2-TZVPD) results for the ion C3H13N4S with charge +1.

Its SMILES is C[C@](N)([NH3+])[C@@H](N)NS. The charge is +1. As for the relative energy (zero: lowest compared OMol25 entry of this formula, charge and spin): 74.1 kcal per mole. The value obtained for the LUMO energy is -3.003 eV.

Geometry as XYZ:
```
21
C3H13N4S | OMol25 | ωB97M-V/def2-TZVPD
C 0.395 0.725 1.364
C 0.606 0.281 -0.162
N 1.842 0.176 -0.840
N -0.148 1.513 -0.801
C -0.337 -0.867 -0.456
N 0.304 -2.181 -0.290
N -1.679 -0.879 0.276
S -2.787 0.258 -0.441
H -0.586 0.473 1.544
H 1.191 0.208 1.926
H 0.545 1.768 1.448
H 1.662 -0.458 -1.585
H 2.685 0.030 -0.375
H 0.169 1.651 -1.738
H -1.108 1.141 -1.028
H 0.026 2.363 -0.256
H -0.380 -0.942 -1.608
H 0.564 -2.200 0.718
H -0.120 -3.046 -0.523
H -1.844 -1.872 0.232
H -3.690 0.262 0.608
```

DFT (ωB97M-V/def2-TZVPD) results for a cluster of 3 separate species, C3H13NO2 in total.

Its SMILES is CC(C)N.O.O. The charge is 0. As for the relative energy (zero: lowest compared OMol25 entry of this formula, charge and spin): 36.9 kcal per mole. The value obtained for the LUMO energy is 0.687 eV.

Geometry as XYZ:
```
19
C3H13NO2 | OMol25 | ωB97M-V/def2-TZVPD
C -0.680 1.787 1.305
C -1.487 0.737 0.451
C -1.337 0.822 -1.062
N -0.968 -0.666 0.907
H -0.922 2.786 0.999
H -0.948 1.512 2.296
H 0.426 1.748 1.215
H -2.492 0.698 0.835
H -1.832 0.121 -1.654
H -1.553 1.912 -1.287
H -0.248 0.874 -1.433
H -0.525 -0.736 1.832
H -0.369 -1.228 0.228
O 2.531 -0.364 0.556
H 2.087 -0.199 -0.261
H 2.340 0.472 1.108
O 1.266 -1.988 -1.898
H 0.922 -2.815 -2.300
H 0.537 -1.746 -1.360
```

DFT (ωB97M-V/def2-TZVPD) results for a cluster of 3 separate species, C3H13NO2S in total.

Its SMILES is NCCCS.O.O. The charge is 0. As for the relative energy (zero: lowest compared OMol25 entry of this formula, charge and spin): 26.7 kcal per mole. The value obtained for the LUMO energy is 0.831 eV.

Geometry as XYZ:
```
20
C3H13NO2S | OMol25 | ωB97M-V/def2-TZVPD
N 1.373 -1.330 0.393
C -0.049 -1.516 0.023
C -0.684 -0.221 -0.089
C -2.137 -0.347 -0.536
S -3.368 0.915 -0.132
H 1.905 -2.199 0.439
H 1.444 -0.874 1.396
H -0.032 -2.254 -0.872
H -0.456 -2.088 0.925
H -0.872 0.387 0.891
H -0.278 0.561 -0.835
H -2.624 -1.233 -0.032
H -2.137 -0.544 -1.661
H -3.430 1.711 -1.228
O 1.201 1.996 1.413
H 1.153 1.751 0.458
H 1.375 2.937 1.276
O 2.381 0.914 -0.958
H 2.292 0.033 -0.546
H 2.943 1.400 -0.328
```

DFT (ωB97M-V/def2-TZVPD) results for a cluster of 5 separate species, C3H13NO2S in total.

The charge is 0. As for the relative energy (zero: lowest compared OMol25 entry of this formula, charge and spin): 149.1 kcal per mole. The value obtained for the LUMO energy is -4.812 eV.

Geometry as XYZ:
```
20
C3H13NO2S | OMol25 | ωB97M-V/def2-TZVPD
C 1.901 0.148 0.755
C 1.906 -0.768 -0.480
C 2.348 -0.386 -1.682
S -4.197 -1.125 -1.600
N 0.823 0.112 1.720
H 2.843 -0.235 1.175
H 2.125 1.176 0.478
H -0.827 0.593 -1.766
H 1.422 -1.732 -0.355
H 2.466 0.669 -1.898
H 2.340 -1.103 -2.490
H -0.520 0.819 -1.153
H 0.556 -0.857 1.835
H -0.005 0.607 1.414
H -2.425 1.568 0.383
H -2.227 2.650 1.442
O -1.761 1.994 0.928
H -2.653 -1.012 -0.098
H -2.166 -2.022 0.799
O -1.948 -1.099 0.592
```

DFT (ωB97M-V/def2-TZVPD) results for a cluster of 3 separate species, C3H13NO2S2 in total.

Its SMILES is NCCCSS.O.O. The charge is 0. As for the relative energy (zero: lowest compared OMol25 entry of this formula, charge and spin): 46.7 kcal per mole. The value obtained for the LUMO energy is 0.476 eV.

Geometry as XYZ:
```
21
C3H13NO2S2 | OMol25 | ωB97M-V/def2-TZVPD
N 0.085 1.850 -0.157
C -0.622 1.128 1.029
C -1.707 0.228 0.497
C -1.275 -1.245 0.660
S -0.107 -1.710 -0.748
S -1.153 -1.445 -2.392
H -0.030 1.360 -1.110
H -0.346 2.697 -0.193
H -0.992 1.956 1.735
H -0.025 0.787 1.836
H -1.830 0.549 -0.577
H -2.734 0.280 1.023
H -2.127 -1.879 0.717
H -0.747 -1.386 1.545
H -2.088 -2.350 -2.209
O 2.783 1.091 -1.181
H 2.141 1.757 -1.044
H 2.403 0.287 -1.135
O 2.670 -1.465 0.932
H 2.389 -0.644 0.374
H 3.311 -1.845 0.396
```

DFT (ωB97M-V/def2-TZVPD) results for a cluster of 4 separate species, C3H13NO3 in total.

Its SMILES is C/C=C/N.O.O.O. The charge is 0. As for the relative energy (zero: lowest compared OMol25 entry of this formula, charge and spin): 22.0 kcal per mole. The value obtained for the LUMO energy is 0.650 eV.

Geometry as XYZ:
```
20
C3H13NO3 | OMol25 | ωB97M-V/def2-TZVPD
C 0.544 -2.520 -0.647
C 0.356 -1.031 -0.509
C 1.347 -0.148 -0.444
N 1.312 1.207 -0.103
H -0.323 -3.012 -1.061
H 1.382 -2.763 -1.306
H 0.743 -3.017 0.308
H -0.692 -0.788 -0.671
H 2.365 -0.523 -0.509
H 2.002 1.746 -0.607
H 0.405 1.647 -0.173
O -1.123 1.779 -2.215
H -1.397 0.944 -1.822
H -1.867 2.367 -2.052
O 0.062 0.691 3.150
H -0.637 1.244 2.787
H 0.757 0.535 2.505
O -1.848 0.914 1.039
H -0.992 0.491 0.866
H -2.396 0.238 1.464
```

DFT (ωB97M-V/def2-TZVPD) results for a cluster of 4 separate species, C3H13NO3 in total.

Its SMILES is C=CCN.O.O.O. The charge is 0. As for the relative energy (zero: lowest compared OMol25 entry of this formula, charge and spin): 26.5 kcal per mole. The value obtained for the LUMO energy is 0.533 eV.

Geometry as XYZ:
```
20
C3H13NO3 | OMol25 | ωB97M-V/def2-TZVPD
C 0.393 0.352 -1.886
C -0.402 0.705 -0.901
C -0.185 1.970 -0.076
N -1.090 2.039 1.058
H 0.323 -0.612 -2.366
H 1.145 1.012 -2.289
H -1.160 0.065 -0.463
H -0.405 2.824 -0.725
H 0.858 2.049 0.232
H -0.661 2.311 1.926
H -1.597 1.179 1.209
O -0.662 -3.008 -1.577
H -0.785 -2.866 -0.623
H -1.371 -2.499 -1.982
O -0.297 -1.981 1.155
H -0.399 -2.377 2.027
H 0.436 -1.353 1.258
O 1.779 0.076 1.721
H 2.547 -0.426 1.397
H 1.536 0.540 0.904
```

DFT (ωB97M-V/def2-TZVPD) results for a cluster of 4 separate species, C3H13NO3 in total.

The charge is 0. As for the relative energy (zero: lowest compared OMol25 entry of this formula, charge and spin): 157.7 kcal per mole. The value obtained for the LUMO energy is -4.266 eV.

Geometry as XYZ:
```
20
C3H13NO3 | OMol25 | ωB97M-V/def2-TZVPD
C -2.053 1.470 3.223
N -0.337 -0.182 1.342
C -0.461 -0.632 0.058
C 0.157 0.419 -0.987
O -0.254 0.363 -2.297
H -2.318 2.403 2.731
H -1.806 1.598 4.274
H -2.874 0.765 3.155
H 0.676 -0.059 1.491
H 0.048 -1.607 -0.078
H -1.530 -0.735 -0.155
H -0.057 1.407 -0.576
H 1.233 0.298 -1.076
H 0.611 0.080 -2.751
H 1.911 -1.274 -1.937
H 2.400 -2.428 -0.898
O 1.651 -1.872 -1.126
H 2.240 -0.564 -3.999
H -1.245 0.891 2.703
O 2.010 -0.339 -3.096
```

DFT (ωB97M-V/def2-TZVPD) results for a cluster of 3 separate species, C3H13NO3 in total.

Its SMILES is NCCCO.O.O. The charge is 0. As for the relative energy (zero: lowest compared OMol25 entry of this formula, charge and spin): 29.8 kcal per mole. The value obtained for the LUMO energy is 0.501 eV.

Geometry as XYZ:
```
20
C3H13NO3 | OMol25 | ωB97M-V/def2-TZVPD
N 1.573 0.584 2.272
C 1.286 0.243 0.875
C 0.448 -1.040 0.735
C 0.288 -1.260 -0.813
O -1.063 -1.734 -0.899
H 2.193 -0.010 2.783
H 0.786 0.614 2.878
H 0.841 1.111 0.392
H 2.295 0.043 0.407
H -0.542 -0.941 1.150
H 0.930 -1.936 1.094
H 0.938 -2.037 -1.186
H 0.512 -0.365 -1.411
H -1.139 -2.434 -1.564
O -2.381 1.035 1.594
H -1.865 1.023 0.782
H -3.004 0.312 1.616
O 0.325 1.812 -3.415
H -0.662 1.970 -3.539
H 0.477 2.194 -2.528
```

DFT (ωB97M-V/def2-TZVPD) results for a cluster of 3 separate species, C3H13NO3 in total.

Its SMILES is CNCCO.O.O. The charge is 0. As for the relative energy (zero: lowest compared OMol25 entry of this formula, charge and spin): 19.6 kcal per mole. The value obtained for the LUMO energy is 0.784 eV.

Geometry as XYZ:
```
20
C3H13NO3 | OMol25 | ωB97M-V/def2-TZVPD
C 1.459 -2.010 -0.581
N 0.667 -0.829 -0.237
C 0.731 0.255 -1.170
C -0.562 1.016 -1.305
O -0.945 1.601 -0.025
H 1.100 -2.839 0.024
H 2.510 -1.808 -0.371
H 1.357 -2.252 -1.645
H -0.222 -1.039 0.167
H 1.631 0.876 -1.079
H 0.954 -0.121 -2.202
H -0.467 1.718 -2.139
H -1.392 0.334 -1.492
H -0.161 1.652 0.527
O 0.918 0.646 2.352
H 1.200 -0.096 1.777
H 0.316 0.264 2.991
O -3.000 0.693 1.811
H -3.801 1.074 1.438
H -2.290 0.866 1.161
```

Listing calculated total energy for the structures above in their given order: -9836.1025, -9835.7582, -20109.0621, -8905.8256, -19741.2833, -19735.9760, -30575.7974, -10953.8163, -10953.6242, -10947.9319, -10953.4794, -10953.9204 eV.